1.
Here is a molecular structure, H14Na6O11S from OMol25. Energies are from wB97M-V/def2-TZVPD.

```
32
Properties=species:S:1:pos:R:3:forces:R:3
Na 0.1521 -4.9595 5.0038 -0.196 0.331 0.165
Na 5.7069 3.9216 0.9067 -0.251 0.264 0.059
Na -2.3004 -4.4455 -4.1277 -0.297 0.385 -0.118
Na 6.2074 -2.3280 2.1596 -0.407 0.191 0.149
Na 5.0982 -2.2643 -3.9703 -0.239 0.306 -0.029
Na 2.3205 -7.0542 -1.0017 -0.055 0.042 0.113
S 1.4868 -1.4231 0.0051 0.063 1.217 0.009
O 1.9313 -2.5546 0.8364 1.286 -1.927 1.280
O 2.5640 -0.4328 -0.1686 1.803 0.466 0.150
O 1.1372 -1.9250 -1.3100 -0.453 -1.616 -2.837
O 0.3459 -0.7925 0.6113 -1.515 0.621 1.080
O -4.7533 -1.1959 -0.2733 -0.011 0.051 -0.180
H -5.0381 -2.1046 -0.3700 -0.257 -0.166 0.050
H -3.8386 -1.2591 0.0017 0.331 0.136 0.149
O 3.6932 0.8746 5.1517 0.327 -0.220 -0.281
H 3.9696 1.2950 5.9660 0.056 0.102 0.299
H 2.8648 1.3004 4.9310 -0.332 0.086 -0.083
O -3.5387 3.6274 -1.1627 0.081 0.201 0.043
H -3.0374 3.1799 -1.8443 0.112 -0.058 -0.201
H -3.8824 2.9215 -0.6151 -0.175 -0.149 0.173
O 0.7814 1.8754 -4.8122 -0.055 0.032 0.035
H 1.0616 1.1614 -4.2396 -0.013 -0.153 0.352
H 1.1297 1.6434 -5.6731 0.018 0.093 -0.334
O -3.1971 -0.2676 -6.0568 0.151 -0.517 0.102
H -2.5261 0.0796 -5.4690 0.151 0.260 0.124
H -3.6754 0.5050 -6.3578 -0.226 0.200 -0.148
O 0.6502 4.1274 2.2465 0.442 -0.002 0.151
H 0.6524 3.3516 1.6859 -0.145 -0.312 -0.147
H 0.0762 4.7472 1.7963 -0.243 0.224 -0.057
O -1.7275 -0.6020 5.6402 0.308 -0.412 0.072
H -1.6430 -0.3769 4.7137 0.038 0.216 -0.288
H -2.6715 -0.6258 5.7964 -0.296 0.105 0.147
```
Positions in Å, forces in eV/Å.

Properties
LUMO ... -11.0 eV
Electronic energy ... -60046.927 eV
Energy above the lowest of the compared OMol25 structures with the same formula, charge and spin ... 92.70 kcal/mol
Charge ... +4
Kohn-Sham gap ... 2.6 eV

---

2.
Here is a molecular structure, C35H34CrF4N6O6P2 from OMol25. Energies are from wB97M-V/def2-TZVPD.

```
88
Properties=species:S:1:pos:R:3:forces:R:3
Cr -0.1094 -0.6619 0.6787 -0.309 -0.747 0.238
O 1.4402 -1.3068 -0.2466 0.007 0.175 -0.281
C 2.7218 -1.2023 -0.0151 -0.021 0.021 0.101
C 3.6386 -1.7335 -0.9441 -0.010 0.014 -0.036
C 4.9946 -1.6101 -0.7494 0.000 0.027 -0.007
C 5.5107 -0.9695 0.3846 0.018 -0.009 -0.011
C 4.6358 -0.4917 1.3266 -0.024 0.000 0.008
C 3.2434 -0.6021 1.1550 0.035 0.001 -0.051
C 2.3895 -0.1705 2.2199 -0.001 -0.023 0.058
N 1.1018 -0.1705 2.1943 -0.097 0.041 -0.035
N 0.4720 0.2251 3.3752 -0.015 0.010 0.053
C -0.8132 0.1615 3.2124 0.056 0.116 -0.087
O -1.3811 -0.1915 2.0973 -0.140 -0.071 -0.018
C -1.7080 0.5365 4.3318 -0.022 -0.003 0.026
C -3.0650 0.7173 4.0811 0.008 -0.015 0.001
C -3.9213 1.0730 5.1125 -0.001 0.006 0.002
C -3.4261 1.2449 6.3972 0.000 0.000 -0.002
C -2.0717 1.0637 6.6491 -0.002 0.001 0.003
C -1.2127 0.7123 5.6212 -0.001 0.006 -0.006
H 3.2407 -2.2397 -1.8153 -0.004 0.002 0.001
H 5.6744 -2.0179 -1.4881 0.001 0.001 0.000
H 6.5781 -0.8672 0.5186 0.000 0.000 -0.003
H 5.0097 -0.0190 2.2279 -0.003 -0.003 0.003
H 2.8480 0.1582 3.1506 0.008 0.011 -0.011
H -3.4309 0.5822 3.0711 0.000 0.008 0.002
H -4.9755 1.2182 4.9142 -0.001 -0.002 -0.001
H -4.0942 1.5206 7.2028 0.000 0.001 0.001
H -1.6855 1.1967 7.6513 0.000 0.000 0.001
H -0.1560 0.5701 5.8013 0.000 -0.001 0.001
C -3.2358 -2.4497 1.4122 -0.015 -0.034 -0.014
P -1.7337 -3.4142 1.2329 -0.180 -0.039 -0.062
C -1.7048 -4.5989 2.5786 0.025 0.021 0.005
C -1.9045 -4.3520 -0.2865 0.067 0.003 0.016
O -0.4732 -2.5858 1.2501 0.351 0.143 0.058
H -4.1073 -3.1018 1.3360 0.005 0.001 -0.009
H -3.2690 -1.6926 0.6273 -0.003 -0.006 0.004
H -3.2287 -1.9426 2.3753 0.004 0.007 0.009
H -2.6027 -5.2171 2.5713 0.002 0.002 -0.004
H -1.6412 -4.0595 3.5235 -0.003 0.003 0.004
H -0.8247 -5.2333 2.4755 -0.003 -0.001 0.000
H -2.8125 -4.9551 -0.2705 0.003 -0.004 0.004
H -1.0370 -5.0012 -0.4066 -0.002 0.002 -0.003
H -1.9411 -3.6610 -1.1275 -0.028 -0.007 -0.010
F 1.5702 -2.6179 -5.4227 0.003 -0.033 -0.031
C 2.0430 -1.5796 -4.7310 0.000 0.005 0.028
C 3.3213 -1.1675 -4.9921 -0.007 -0.009 -0.004
F 4.0048 -1.8256 -5.9244 0.010 -0.018 -0.034
C 3.9534 -0.1198 -4.2814 0.010 0.011 0.040
C 3.1286 0.4930 -3.3106 0.013 -0.024 -0.022
C 1.8522 0.0791 -3.0634 -0.021 -0.062 -0.001
F 1.1632 0.7529 -2.1321 -0.086 0.048 0.041
C 1.2414 -1.0002 -3.7278 -0.010 -0.009 0.054
C -0.0590 -1.5075 -3.3888 0.075 -0.109 0.028
C -0.6400 -1.2751 -2.1495 -0.171 0.180 -0.067
N -1.1720 -1.0869 -1.1306 0.168 0.115 0.013
C -0.7970 -2.4156 -4.1974 -0.027 0.008 -0.026
N -1.4719 -3.1226 -4.8088 -0.002 -0.024 0.028
F 3.5927 1.5174 -2.5995 0.022 0.032 0.018
C 5.3000 0.2591 -4.4948 0.018 0.004 0.010
C 6.1085 -0.2774 -5.5330 -0.025 0.020 -0.032
N 6.8091 -0.6570 -6.3653 0.014 -0.013 0.017
C 5.9834 1.1911 -3.6667 -0.022 -0.026 0.022
N 6.5967 1.9157 -3.0137 0.005 0.018 -0.014
C -2.2159 3.0867 -3.2674 -0.011 -0.007 -0.013
C -1.6299 1.8906 -2.5561 -0.016 0.028 0.053
O -0.9995 2.3465 -1.3378 -0.030 -0.100 -0.077
P -1.1093 1.5556 0.0543 0.388 0.240 0.037
O -2.6716 1.3342 0.2434 -0.004 0.037 -0.059
C -3.5944 2.4479 0.2249 0.012 -0.002 0.029
C -4.8647 2.0026 -0.4574 0.002 -0.001 0.013
O -0.7820 2.7486 1.0589 -0.009 -0.027 0.121
C 0.5943 3.0732 1.3743 -0.020 0.075 -0.064
C 1.1086 4.1753 0.4769 -0.001 -0.004 0.005
H -2.6024 2.7807 -4.2405 -0.010 0.004 0.002
H -1.4517 3.8477 -3.4232 0.003 -0.003 -0.008
H -3.0336 3.5278 -2.6961 0.011 0.008 0.002
H -0.8720 1.4064 -3.1672 0.041 -0.017 -0.014
H -2.3967 1.1524 -2.3145 -0.002 0.005 -0.016
H -3.1373 3.2942 -0.2899 -0.004 -0.004 -0.003
H -3.7709 2.7361 1.2619 -0.003 0.012 -0.005
H -4.6646 1.6899 -1.4828 -0.010 0.006 -0.003
H -5.5812 2.8244 -0.4812 -0.004 0.000 0.006
H -5.3163 1.1666 0.0767 0.005 -0.007 -0.007
H 1.2067 2.1749 1.2804 0.005 -0.016 -0.026
H 0.5902 3.3661 2.4224 -0.011 -0.003 0.004
H 1.1118 3.8581 -0.5657 -0.003 0.005 0.007
H 2.1307 4.4289 0.7623 -0.002 0.002 0.004
H 0.4906 5.0681 0.5697 -0.003 -0.001 -0.002
```
Positions in Å, forces in eV/Å.

Properties
LUMO (alpha / beta) ... -0.3 / -2.3 eV
Electronic energy ... -115944.034 eV
Energy above the lowest of the compared OMol25 structures with the same formula, charge and spin ... 0.00 kcal/mol
Kohn-Sham gap (alpha / beta) ... 7.1 / 5.8 eV
Spin multiplicity ... 5

---

3.
Here is C25H35N5O2S in the gas phase from OMol25. Energies are from wB97M-V/def2-TZVPD.

```
68
Properties=species:S:1:pos:R:3:forces:R:3
C 1.5325 -3.5351 3.7078 0.070 0.227 -0.054
C 1.4333 -2.0335 3.4685 -0.213 -0.142 -0.136
C 0.1877 -1.6934 2.6543 0.182 0.042 0.185
N -0.0914 -0.2685 2.6104 -0.110 0.000 -0.044
C -1.4111 -0.0022 2.0743 -0.167 0.201 0.151
C -1.7149 1.4868 2.1654 -0.124 -0.249 -0.116
N -0.7576 2.2441 1.3805 0.084 -0.068 0.085
C -1.0496 3.6699 1.4119 -0.221 0.049 -0.071
C -2.1375 4.0635 0.4081 0.366 0.086 -0.057
C -1.5597 4.3694 -0.9745 -0.150 0.172 0.164
N -0.9074 3.2357 -1.5806 -0.437 0.126 0.012
C 0.4258 3.1114 -1.6424 -0.093 -0.607 -0.249
O 1.2176 3.9459 -1.2556 0.399 0.311 0.166
C 0.9090 1.8650 -2.4071 0.330 0.701 -0.265
C 0.6854 2.1094 -3.9076 0.146 -0.276 0.022
C 1.3152 1.0163 -4.7623 -0.078 0.170 0.089
N 0.2901 0.6189 -1.9909 0.306 -0.519 0.272
N -1.0335 0.5649 -2.0650 -0.777 -0.219 -0.181
C -1.6971 -0.5020 -1.7439 0.146 0.291 -0.129
C -3.1855 -0.4721 -1.8289 0.069 -0.012 0.029
C -0.9913 -1.6538 -1.3168 0.803 -0.319 0.124
S -1.6743 -3.1740 -0.8123 0.260 0.281 -0.063
C -0.0740 -3.8051 -0.4980 0.019 0.338 -0.149
C 0.2280 -5.0636 -0.0049 0.027 -0.111 0.045
C 1.5559 -5.3810 0.2050 -0.123 -0.073 -0.003
C 2.5671 -4.4616 -0.0723 0.064 0.009 0.003
C 2.2712 -3.2099 -0.5654 0.088 0.052 0.006
C 0.9373 -2.8673 -0.7843 -0.103 -0.327 0.073
C 0.3895 -1.6329 -1.2553 -0.744 0.088 -0.069
C 1.1231 -0.4362 -1.6171 -0.298 -0.081 -0.086
O 2.3347 -0.3192 -1.6137 0.311 -0.118 0.072
C 0.5779 1.9697 1.8854 0.202 -0.188 -0.074
C 0.8829 0.4780 1.8348 0.100 0.231 0.122
H 1.5717 -4.0675 2.7591 0.006 -0.114 -0.062
H 2.4308 -3.7718 4.2725 0.068 -0.114 0.049
H 0.6705 -3.8931 4.2667 -0.087 -0.088 0.070
H 2.3274 -1.7008 2.9400 0.059 0.075 0.034
H 1.3827 -1.5037 4.4208 0.036 0.084 0.005
H -0.6749 -2.1739 3.1267 0.001 -0.040 -0.053
H 0.2934 -2.1176 1.6407 -0.071 -0.013 0.032
H -2.1485 -0.5589 2.6589 0.011 -0.007 -0.042
H -1.4911 -0.3205 1.0184 -0.026 -0.011 0.040
H -2.7222 1.6737 1.7858 -0.012 0.012 0.043
H -1.6828 1.7874 3.2285 -0.035 0.019 -0.047
H -1.3496 3.9819 2.4276 0.094 -0.023 -0.020
H -0.1344 4.2072 1.1565 0.019 0.024 0.047
H -2.6527 4.9568 0.7644 -0.104 0.005 -0.009
H -2.8713 3.2609 0.3227 -0.133 -0.004 0.056
H -0.8097 5.1603 -0.8964 -0.141 -0.010 -0.045
H -2.3613 4.7046 -1.6424 0.103 0.056 0.049
H -1.4580 2.4082 -1.7819 0.175 0.176 -0.051
H 1.9797 1.7489 -2.2081 -0.343 0.088 0.015
H 1.1276 3.0747 -4.1578 -0.067 0.060 0.051
H -0.3883 2.1628 -4.1009 0.014 0.104 0.016
H 2.3758 0.9244 -4.5423 0.121 -0.055 -0.017
H 1.1976 1.2492 -5.8177 -0.001 -0.045 -0.105
H 0.8436 0.0542 -4.5714 -0.012 -0.129 -0.022
H -3.5407 -1.2950 -2.4473 -0.104 -0.034 -0.065
H -3.6160 -0.5921 -0.8351 -0.097 -0.002 0.077
H -3.5166 0.4709 -2.2532 -0.043 0.028 -0.022
H -0.5579 -5.7700 0.2130 -0.049 -0.112 0.040
H 1.8123 -6.3552 0.5934 0.017 -0.083 0.032
H 3.5954 -4.7370 0.1066 0.093 -0.016 0.010
H 3.0368 -2.4821 -0.7824 0.084 0.036 -0.014
H 1.2996 2.5026 1.2623 0.008 0.030 0.056
H 0.6846 2.3148 2.9290 0.033 0.017 -0.027
H 1.8759 0.3123 2.2527 0.025 0.006 -0.068
H 0.8914 0.1454 0.7833 0.026 0.014 0.075
```
Positions in Å, forces in eV/Å.

Properties
SMILES ... CCCN1CCN(CCCNC(=O)[C@H](CC)n2nc(C)c3sc4ccccc4c3c2=O)CC1
LUMO ... -0.3 eV
Electronic energy ... -48875.449 eV
Energy above the lowest of the compared OMol25 structures with the same formula, charge and spin ... 0.00 kcal/mol
Kohn-Sham gap ... 8.2 eV

---

4.
Here is a molecular structure, C12H33ClIN2OP2Y from OMol25. Energies are from wB97M-V/def2-TZVPD.

```
53
Properties=species:S:1:pos:R:3:forces:R:3
C 2.1752 -2.0140 -0.5506 -0.697 1.091 -0.211
I -0.3190 2.7104 -1.4758 0.020 1.139 -0.854
H 2.9568 -1.9793 -1.3513 -0.533 -0.429 0.856
H 1.4099 -2.8132 -0.7102 0.982 0.118 0.430
H 2.6016 -1.9579 0.4810 -0.229 -0.725 -0.756
Y 1.0511 0.0930 -0.9273 1.568 -1.294 -0.447
P -0.3204 -1.0503 -2.9134 0.854 0.535 0.859
C -1.8824 -1.5522 -2.1899 0.157 -0.091 -0.336
C -0.5516 0.2805 -4.0920 -0.190 -0.342 0.042
H -0.8286 -0.2981 -4.9752 -0.188 0.689 -0.541
H -0.0167 -2.6049 -4.4842 0.445 -0.763 -0.386
H 0.3778 0.8475 -4.2283 -0.160 -0.343 -0.154
H 1.6190 -2.0421 -3.8795 -0.297 -0.105 -0.100
H -2.3918 -0.6897 -1.7451 0.035 -0.211 -0.274
H -1.3354 0.9496 -3.7199 0.011 -0.284 -0.438
C 0.6151 -2.3993 -3.6202 -0.420 0.325 0.190
H -2.3899 -1.9283 -3.0774 -0.803 -0.294 0.316
H 0.6730 -3.2139 -2.8908 -0.059 0.026 -0.389
H -1.7234 -2.3253 -1.4288 -0.139 0.059 -0.373
P 2.6950 1.2816 0.8062 -0.742 -0.644 -0.982
C 1.8061 1.3043 2.3634 0.383 0.073 -0.042
C 4.2609 0.4258 0.8847 -0.454 0.313 0.140
H 3.0262 2.9112 -0.9425 0.236 -0.040 0.332
H 3.7679 3.2585 0.6863 0.008 0.851 -0.290
H 1.9725 3.5116 0.3725 0.478 0.083 0.145
C 2.8766 2.9366 0.1443 0.107 -0.108 0.352
H 4.6360 0.2661 -0.1333 0.029 0.146 0.292
H 4.8240 1.1682 1.4499 0.866 -0.472 0.125
H 2.5097 1.8661 2.9761 -0.391 0.020 0.829
H 1.6444 0.2826 2.7279 0.204 0.319 0.056
H 4.1123 -0.5300 1.3979 0.310 0.290 0.014
H 0.8430 1.8153 2.2509 0.343 0.014 0.078
Cl 2.9449 0.5346 -2.7515 -0.977 0.291 0.622
C -2.3956 2.5705 0.7608 0.438 0.133 -0.359
N -2.4709 1.2400 1.4046 1.211 -0.683 -0.514
C -3.5577 1.1363 2.3018 -0.974 -0.225 0.865
C -1.6373 0.1554 1.2559 0.355 -0.228 -0.258
O -0.6761 0.2474 0.4194 -0.044 0.744 -0.207
N -1.6753 -1.0733 1.8823 0.073 2.658 -1.336
C -2.5989 -1.5748 2.8661 -0.247 -0.280 0.324
C -0.5960 -2.0020 1.5525 0.423 -0.437 0.004
H -3.1704 3.2290 1.1957 0.457 -0.538 -0.123
H -2.6543 2.5472 -0.3228 0.249 -0.190 0.618
H -1.4431 3.1124 0.9507 -0.448 -0.573 -0.116
H -4.2155 0.3434 1.9523 -0.376 0.123 0.400
H -3.1540 0.9646 3.2960 -0.535 0.012 0.283
H -4.0917 2.0716 2.2947 -0.337 -0.018 0.233
H -2.9758 -2.5032 2.4397 -0.350 -0.096 0.466
H -1.9902 -1.7724 3.7469 -0.465 -0.190 0.337
H -3.4091 -0.8773 3.0840 0.464 -0.804 0.057
H -0.5879 -2.3382 0.5024 -0.091 0.352 0.370
H 0.4142 -1.6310 1.8059 -0.538 0.042 -0.176
H -0.7542 -2.8906 2.1569 -0.019 -0.038 0.029
```
Positions in Å, forces in eV/Å.

Properties
LUMO (alpha / beta) ... -9.8 / -9.6 eV
Electronic energy ... -58235.037 eV
Energy above the lowest of the compared OMol25 structures with the same formula, charge and spin ... 54.63 kcal/mol
Charge ... +2
Kohn-Sham gap (alpha / beta) ... 3.6 / 3.8 eV